No. 1
Formula: C19H20N2Pt
Source: the Open Molecules 2025 dataset
Level of theory: ωB97M-V with the def2-TZVPD basis set

Atoms and positions in Å:
Pt: 0.1795 0.0836 0.1162
C: 0.9939 2.9662 2.1001
C: 1.1382 1.4994 1.8334
C: 2.1119 0.9831 0.9572
C: 2.3731 -0.4250 0.8426
C: 3.5057 -0.9143 -0.0101
C: 1.6216 -1.3297 1.6116
C: 0.4840 -0.8734 2.2801
C: -0.4354 -1.8352 2.9750
C: 0.2326 0.5437 2.3365
H: 0.4217 3.4546 1.3107
H: 1.9723 3.4418 2.1444
H: 0.4818 3.1387 3.0445
H: 2.7524 1.6674 0.4141
H: 3.1507 -1.5944 -0.7856
H: 4.2057 -1.4753 0.6106
H: 4.0540 -0.0945 -0.4701
H: 1.8639 -2.3847 1.5981
H: -1.1295 -2.2956 2.2692
H: -1.0070 -1.3464 3.7618
H: 0.1424 -2.6431 3.4217
H: -0.6257 0.8882 2.9009
C: 1.4073 0.4522 -3.9787
C: 0.2118 0.2869 -4.6591
C: -0.9520 0.0688 -3.9396
C: -0.8975 0.0174 -2.5587
N: 0.2748 0.1760 -1.9073
C: 1.3998 0.3913 -2.6000
C: -2.0566 -0.1935 -1.6832
C: -3.3533 -0.3815 -2.1254
C: -4.3693 -0.5624 -1.2008
C: -4.0636 -0.5485 0.1508
C: -2.7516 -0.3569 0.5323
N: -1.7710 -0.1860 -0.3631
H: 2.3370 0.6285 -4.5000
H: 0.1828 0.3298 -5.7394
H: -1.8919 -0.0575 -4.4557
H: 2.3062 0.5176 -2.0273
H: -3.5758 -0.3878 -3.1819
H: -5.3876 -0.7103 -1.5337
H: -4.8251 -0.6811 0.9056
H: -2.4685 -0.3343 1.5743

## Properties
HOMO level, eV: -15.2
Multiplicity: 1
Total charge: +2
Energy, Eh: -964.3297

=====

No. 2
Formula: C20H23NO3
Source: the Open Molecules 2025 dataset
Level of theory: ωB97M-V with the def2-TZVPD basis set

Atoms and positions in Å:
C: -0.4095 3.8935 2.5015
O: -0.4112 3.7765 1.1005
C: -0.6232 2.5475 0.5541
C: -0.8907 1.3901 1.2695
C: -1.0554 0.1834 0.6068
C: -0.9654 0.0870 -0.7728
C: -0.9921 -1.2283 -1.5424
C: 0.4825 -1.5153 -1.9317
N: 1.3564 -1.3660 -0.7927
C: 2.0726 -0.2195 -0.6226
O: 2.2984 0.5520 -1.5329
C: 2.5519 0.0219 0.7688
C: 2.6483 1.3469 1.1839
C: 3.0408 1.6477 2.4745
C: 3.3550 0.6279 3.3579
C: 3.2845 -0.6920 2.9433
C: 2.8808 -0.9977 1.6555
C: -1.8695 -1.0779 -2.8107
C: -2.6418 -2.3547 -3.1290
O: -3.5398 -2.7199 -2.1002
C: -3.0646 -2.4323 -0.7978
C: -1.5421 -2.4189 -0.7351
C: -0.7180 1.2649 -1.4800
C: -0.5550 2.4699 -0.8374
H: -0.1781 4.9368 2.7105
H: 0.3538 3.2530 2.9561
H: -1.3885 3.6498 2.9276
H: -0.9616 1.4012 2.3459
H: -1.2569 -0.6827 1.2182
H: 0.8286 -0.7883 -2.6698
H: 0.5831 -2.5226 -2.3476
H: 1.1042 -1.8891 0.0310
H: 2.4050 2.1254 0.4769
H: 3.1096 2.6784 2.7910
H: 3.6647 0.8601 4.3665
H: 3.5470 -1.4866 3.6266
H: 2.8537 -2.0303 1.3369
H: -1.2576 -0.8170 -3.6741
H: -2.5947 -0.2771 -2.6533
H: -3.2599 -2.2123 -4.0197
H: -1.9418 -3.1798 -3.3325
H: -3.4537 -1.4576 -0.4657
H: -3.4793 -3.2085 -0.1470
H: -1.1731 -3.3531 -1.1646
H: -1.2197 -2.3961 0.3038
H: -0.6288 1.2396 -2.5541
H: -0.3489 3.3702 -1.3935

## Properties
HOMO level, eV: -8.4
Multiplicity: 1
Total charge: 0
Energy, Eh: -1056.3921
ΔE to the lowest compared entry with this formula, charge and spin, kcal/mol: 27.4

=====

No. 3
Formula: C34H30Cl3N6O3S2Tl
Source: the Open Molecules 2025 dataset
Level of theory: ωB97M-V with the def2-TZVPD basis set

Atoms and positions in Å:
Tl: 0.5225 1.3672 0.7229
C: -1.6007 -1.1138 -7.1986
C: -1.3472 -0.5861 -5.8147
C: -1.9542 0.5141 -5.3174
C: -1.6653 0.9839 -3.9978
C: -2.3685 2.0842 -3.5241
N: -2.1966 2.6482 -2.3479
C: -3.0097 3.7250 -1.8101
C: -3.6735 3.3012 -0.5082
C: -4.7011 2.1744 -0.6420
N: -4.6970 1.2875 0.5180
C: -3.7934 0.3130 0.5744
C: -3.4097 -0.4350 1.6634
C: -3.9704 -0.2961 2.9707
C: -3.3824 -0.8476 4.0575
C: -3.9339 -0.6824 5.4449
C: -2.1209 -1.5103 3.8755
C: -1.5168 -1.6458 2.6728
C: -0.1505 -2.1949 2.5197
N: 0.7763 -1.4814 2.0490
C: 2.0686 -2.0857 1.7834
C: 2.5440 -1.7011 0.3817
C: 1.5024 -1.9913 -0.6884
N: 1.7908 -1.2904 -1.9260
C: 0.9340 -1.7494 -3.0244
C: -0.0667 -0.8627 -3.7136
C: -0.4139 -1.2633 -4.9691
C: -0.6916 0.3212 -3.1455
O: -0.4456 0.7531 -1.9930
C: -2.2004 -1.2206 1.4424
O: -1.7507 -1.4855 0.3239
H: -2.3147 -0.4853 -7.7338
H: -1.9991 -2.1316 -7.1686
H: -0.6748 -1.1508 -7.7777
H: -2.6784 1.0649 -5.9135
H: -3.1322 2.5306 -4.1591
H: -1.4611 2.1941 -1.7894
H: -3.7394 4.0121 -2.5730
H: -2.3745 4.5874 -1.6000
H: -4.1133 4.1790 -0.0337
H: -2.8761 2.9647 0.1562
H: -4.4792 1.5556 -1.5145
H: -5.7082 2.5738 -0.7741
H: -5.0217 1.6844 1.3967
H: -3.2543 0.1118 -0.3496
H: -4.8684 0.2987 3.0981
H: -4.8607 -0.1095 5.4231
H: -3.2275 -0.1431 6.0820
H: -4.1369 -1.6468 5.9207
H: -1.6015 -1.8659 4.7634
H: 0.0301 -3.2463 2.7930
H: 2.0268 -3.1797 1.8971
H: 2.7826 -1.7008 2.5184
H: 3.4702 -2.2364 0.1599
H: 2.7779 -0.6340 0.3475
H: 0.5138 -1.6492 -0.3703
H: 1.4451 -3.0769 -0.8714
H: 0.4198 -2.6750 -2.7421
H: 0.0655 -2.1553 -5.3647
S: -0.3779 4.3045 1.1679
C: -1.5427 3.5657 2.1849
S: -1.2951 2.0009 2.8561
C: -2.7737 4.2256 2.4435
C: -3.9036 3.5136 2.9053
N: -4.8399 2.9450 3.2873
C: -3.0625 5.5172 1.9252
N: -3.3773 6.5484 1.5067
Cl: 3.8709 -3.3248 -8.0916
C: 3.2518 -2.8783 -6.5076
C: 3.1774 -1.5409 -6.1225
C: 2.6797 -1.1961 -4.8979
Cl: 2.6511 0.5129 -4.4883
C: 2.2254 -2.1280 -3.8415
O: 2.9653 -1.9188 -2.5442
C: 2.3405 -3.4932 -4.3799
Cl: 1.8131 -4.8094 -3.3241
C: 2.8314 -3.8486 -5.6098
H: 3.5082 -0.7565 -6.7910
H: 2.8746 -4.8972 -5.8750

## Properties
HOMO level, eV: -1.5
Multiplicity: 1
Total charge: -2
Energy, Eh: -4217.3223
ΔE to the lowest compared entry with this formula, charge and spin, kcal/mol: 0.0

=====

No. 4
Formula: C26H29BrN6O4Pt
Source: the Open Molecules 2025 dataset
Level of theory: ωB97M-V with the def2-TZVPD basis set

Atoms and positions in Å:
Pt: -0.4172 -3.0917 0.0957
C: 4.2293 -2.2463 0.7616
N: 3.4709 -2.9047 1.8118
C: 3.9843 -2.7388 3.1640
C: 2.1462 -3.1620 1.5928
N: 1.5523 -2.9212 0.4736
N: 1.4606 -3.7007 2.6571
C: 0.1774 -4.2517 2.6720
N: -0.3454 -4.2903 3.9368
N: -0.3591 -4.7411 1.6175
H: 5.2880 -2.3888 0.9636
H: 4.0217 -1.1727 0.7033
H: 4.0268 -2.7062 -0.2041
H: 5.0658 -2.6522 3.1064
H: 3.7865 -3.6146 3.7828
H: 3.5915 -1.8430 3.6548
H: 2.1160 -2.4772 -0.2324
H: 1.9162 -3.6738 3.5502
H: -0.1034 -3.4827 4.4957
H: -1.3442 -4.4356 3.9469
H: -1.3200 -5.0249 1.7847
Br: -0.3911 -3.8917 -2.6175
C: -1.2533 -2.1960 -2.8413
C: -0.7218 -1.3473 -3.7976
C: -1.2999 -0.1022 -3.9892
C: -2.4077 0.2635 -3.2396
C: -2.9327 -0.6116 -2.3041
C: -2.3596 -1.8600 -2.0757
C: -3.0749 -2.7657 -1.0836
O: -4.2735 -2.9027 -1.2132
O: -2.3904 -3.3246 -0.1289
H: 0.1312 -1.6603 -4.3835
H: -0.8894 0.5711 -4.7304
H: -2.8720 1.2280 -3.3938
H: -3.8149 -0.3496 -1.7349
C: -1.2721 5.0639 -3.2004
C: -0.2170 4.1514 -2.6335
C: 1.0849 4.2232 -3.1158
C: 2.0763 3.3952 -2.6156
C: 1.7689 2.5008 -1.6065
C: 0.4727 2.4097 -1.1116
N: 0.2252 1.4543 -0.0877
C: -0.3041 1.7778 1.1465
C: -0.3209 3.1080 1.5927
C: -0.8757 3.4425 2.8124
C: -1.4153 2.4654 3.6410
C: -1.3501 1.1462 3.2334
C: -0.8007 0.7781 2.0079
C: -0.7000 -0.6946 1.7220
O: -0.7375 -1.5019 2.6509
O: -0.5185 -1.0111 0.4777
C: -0.5412 3.2245 -1.6329
C: -1.9551 3.1230 -1.1342
H: -0.8300 5.7811 -3.8904
H: -1.7856 5.6204 -2.4141
H: -2.0361 4.5038 -3.7449
H: 1.3212 4.9414 -3.8921
H: 3.0867 3.4617 -2.9981
H: 2.5289 1.8630 -1.1733
H: 0.0431 0.4958 -0.3659
H: 0.0997 3.8790 0.9604
H: -0.8857 4.4815 3.1194
H: -1.8623 2.7275 4.5903
H: -1.7177 0.3518 3.8685
H: -2.1453 2.1545 -0.6758
H: -2.6636 3.2634 -1.9493
H: -2.1672 3.8878 -0.3824

## Properties
HOMO level, eV: -7.4
Multiplicity: 1
Total charge: 0
Energy, Eh: -4331.0610
ΔE to the lowest compared entry with this formula, charge and spin, kcal/mol: 0.0

=====

No. 5
Formula: C12H9F6N5O6ReS7Sb
Source: the Open Molecules 2025 dataset
Level of theory: ωB97M-V with the def2-TZVPD basis set

Atoms and positions in Å:
Re: -0.0666 -1.2492 -0.7288
N: 4.5420 4.0741 3.2928
C: 3.4412 3.5101 2.7654
C: 2.7395 4.1501 1.7185
C: 1.6111 3.5835 1.1889
C: 1.1597 2.3541 1.6823
C: 1.8402 1.7024 2.7185
C: 2.9680 2.2684 3.2494
S: -0.2955 1.6914 1.0751
O: -1.0776 2.6779 0.4099
O: -0.8674 0.7363 1.9715
N: 0.2300 0.6375 -0.2178
C: 0.5765 1.0951 -1.4594
N: 0.5247 -0.0207 -2.2489
C: 0.7640 0.0856 -3.5666
C: 1.0874 1.3211 -4.0689
C: 1.1499 2.3941 -3.1730
N: 0.8882 2.2963 -1.8693
H: 4.8471 4.9859 3.0017
H: 5.0100 3.6605 4.0795
H: 3.0878 5.1066 1.3516
H: 1.0585 4.0817 0.4042
H: 1.4550 0.7718 3.1145
H: 3.4899 1.7801 4.0618
H: 0.6972 -0.8115 -4.1678
H: 1.2946 1.4627 -5.1185
H: 1.4225 3.3816 -3.5270
S: 2.1404 -3.3916 -3.9414
Sb: 1.1621 -4.3622 -2.2636
S: -1.1534 -2.8435 -2.0094
S: 1.6350 -2.2194 -0.1272
S: 0.7950 -6.0201 -0.9224
F: -4.5218 -0.0616 -0.8720
C: -3.3823 0.0562 -0.2422
F: -2.3818 0.1026 -1.1864
F: -3.3508 1.1311 0.4807
S: -3.0205 -1.4489 0.7873
O: -1.5440 -1.6328 0.6881
O: -3.5006 -1.2810 2.0980
N: -3.7895 -2.5068 -0.0915
S: -3.3992 -3.9172 -0.5531
O: -4.2037 -4.4548 -1.5752
O: -1.8572 -3.9476 -0.8801
C: -3.3164 -5.0570 0.9273
F: -2.5485 -4.4732 1.8321
F: -2.8019 -6.2020 0.5437
F: -4.5391 -5.1979 1.3677

## Properties
HOMO level, eV: -13.1
Multiplicity: 1
Total charge: +2
Energy, Eh: -4892.2711
ΔE to the lowest compared entry with this formula, charge and spin, kcal/mol: 41.5

=====

No. 6
Formula: C47H49BrHfN7SSiTe
Source: the Open Molecules 2025 dataset
Level of theory: ωB97M-V with the def2-TZVPD basis set

Atoms and positions in Å:
Hf: 0.1835 0.6730 -0.2031
C: -0.8972 3.5909 0.7317
C: 0.4262 4.0076 1.3322
C: 1.6521 3.7924 0.4960
C: 2.6478 4.7618 0.4980
C: 3.8854 4.4846 -0.0507
C: 4.1114 3.2124 -0.5596
C: 3.0646 2.3219 -0.5691
N: 1.8281 2.6029 -0.1082
N: -1.2503 2.1404 0.8940
C: -1.4557 1.8060 2.3276
C: -1.3475 0.3263 2.5767
C: -1.8743 -0.2343 3.7239
C: -1.6517 -1.5764 3.9806
C: -0.9307 -2.3259 3.0624
C: -0.4738 -1.7131 1.9172
N: -0.6520 -0.3982 1.6773
C: -2.5824 1.9530 0.2583
C: -2.5194 2.1199 -1.2146
C: -3.6241 2.5914 -1.8912
C: -3.5847 2.6802 -3.2718
C: -2.4264 2.2843 -3.9105
C: -1.3577 1.8412 -3.1549
N: -1.3695 1.7690 -1.8120
H: -0.8949 3.7975 -0.3383
H: -1.7095 4.1763 1.1695
H: 0.6130 3.4779 2.2724
H: 0.3665 5.0588 1.6087
H: 2.4525 5.7199 0.9605
H: 4.6688 5.2313 -0.0493
H: 5.0784 2.9180 -0.9422
H: 3.2023 1.3174 -0.9481
H: -2.4431 2.1601 2.6355
H: -0.7336 2.3365 2.9446
H: -2.4406 0.3805 4.4123
H: -2.0447 -2.0357 4.8784
H: -0.7546 -3.3818 3.2139
H: 0.0434 -2.2787 1.1581
H: -3.2755 2.6807 0.6864
H: -2.9468 0.9549 0.5116
H: -4.5088 2.8763 -1.3360
H: -4.4380 3.0394 -3.8319
H: -2.3355 2.3111 -4.9871
H: -0.4651 1.5433 -3.6715
Br: 2.6895 0.3442 -6.8314
C: 2.0724 0.4634 -5.0786
C: 2.1754 1.6561 -4.3683
C: 1.7113 1.6943 -3.0721
N: 1.2031 0.6243 -2.4248
C: 1.1065 -0.5120 -3.1324
C: 1.4988 -0.6291 -4.4524
H: 2.5819 2.5486 -4.8233
H: 1.7082 2.6345 -2.5471
H: 0.7387 -1.3794 -2.6067
H: 1.3735 -1.5704 -4.9697
S: 2.1234 -1.4732 -0.1302
C: 3.1059 -2.0252 -1.4275
N: 3.8499 -1.3188 -2.2707
C: 4.6628 -2.1657 -3.1581
C: 4.2428 -3.5918 -2.7303
N: 3.2743 -3.3191 -1.6597
H: 3.9254 -0.3172 -2.2393
H: 5.7213 -1.9807 -2.9893
H: 4.4325 -1.9605 -4.2018
H: 5.0796 -4.1754 -2.3545
H: 3.7673 -4.1421 -3.5389
H: 2.7945 -4.0268 -1.1291
C: -4.2984 -0.8054 -4.9149
C: -3.0017 -1.2589 -5.1167
C: -2.1545 -1.4418 -4.0317
C: -2.5648 -1.1549 -2.7255
C: -3.8817 -0.7226 -2.5469
C: -4.7421 -0.5542 -3.6238
Si: -1.4546 -1.4806 -1.2381
C: -2.4566 -2.4293 0.0406
C: -2.1749 -3.7860 0.2345
C: -2.8587 -4.5372 1.1823
C: -3.8431 -3.9452 1.9612
C: -4.1508 -2.6032 1.7765
C: -3.4606 -1.8600 0.8292
H: -4.9704 -0.6876 -5.7552
H: -2.6657 -1.5064 -6.1162
H: -1.1776 -1.8757 -4.2083
H: -4.2696 -0.5589 -1.5459
H: -5.7679 -0.2496 -3.4544
H: -0.4796 -2.5033 -1.7295
H: -1.4164 -4.2689 -0.3719
H: -2.6334 -5.5893 1.3034
H: -4.3846 -4.5314 2.6925
H: -4.9393 -2.1435 2.3600
H: -3.7450 -0.8211 0.6960
C: 1.5043 1.2797 4.1852
Te: 2.5551 0.7244 2.3948
C: 2.7274 -1.2013 3.3189
C: 2.3471 -1.0105 4.7649
C: 2.5737 -2.0321 5.6856
C: 2.1919 -1.8759 7.0076
C: 1.5871 -0.6937 7.4222
C: 1.3699 0.3284 6.5139
C: 1.7468 0.1737 5.1816
H: 0.4467 1.3671 3.9546
H: 1.8707 2.2424 4.5396
H: 3.7552 -1.5359 3.1927
H: 2.0723 -1.9053 2.8093
H: 3.0619 -2.9461 5.3684
H: 2.3799 -2.6685 7.7193
H: 1.3036 -0.5635 8.4581
H: 0.9232 1.2593 6.8444

## Properties
HOMO level, eV: -14.8
Multiplicity: 1
Total charge: +3
Energy, Eh: -5780.7188
ΔE to the lowest compared entry with this formula, charge and spin, kcal/mol: 9.8

=====

No. 7
Formula: C32H22N6PPtS2
Source: the Open Molecules 2025 dataset
Level of theory: ωB97M-V with the def2-TZVPD basis set

Atoms and positions in Å:
Pt: -0.4473 -0.5826 -0.0823
C: 0.2464 -4.0751 5.2375
C: 1.1239 -3.0019 5.3175
C: 1.0640 -1.9798 4.3923
C: 0.1099 -2.0153 3.3769
C: -0.7456 -3.1143 3.2766
C: -0.6791 -4.1324 4.2054
P: -0.1161 -0.6746 2.1823
C: 1.3837 0.3269 2.4120
C: 2.6051 -0.2725 2.1040
C: 3.7632 0.4774 2.1051
C: 3.7176 1.8292 2.4115
C: 2.5053 2.4281 2.7092
C: 1.3386 1.6840 2.7071
C: -1.4880 0.2899 2.8161
C: -1.8319 0.4069 4.1510
C: -2.8130 1.3206 4.5308
C: -3.3980 2.1443 3.5952
C: -3.0686 2.0495 2.2258
C: -3.6288 2.8981 1.2519
C: -3.2803 2.7539 -0.0660
C: -2.4114 1.7335 -0.4730
C: -1.8457 0.8621 0.4352
C: -2.1269 1.0689 1.8110
H: 0.2836 -4.8565 5.9832
H: 1.8469 -2.9537 6.1199
H: 1.7409 -1.1396 4.4625
H: -1.4572 -3.1478 2.4617
H: -1.3511 -4.9753 4.1378
H: 2.6307 -1.3200 1.8280
H: 4.7012 0.0097 1.8435
H: 4.6249 2.4183 2.4042
H: 2.4604 3.4873 2.9211
H: 0.3878 2.1543 2.9158
H: -1.3458 -0.2155 4.8910
H: -3.0944 1.4021 5.5734
H: -4.1253 2.8863 3.9002
H: -4.3244 3.6674 1.5626
H: -3.7008 3.4165 -0.8117
H: -2.2055 1.6335 -1.5307
S: 1.4748 1.1160 -0.7707
C: 2.3783 -0.0157 -1.7408
C: 3.2415 0.5343 -2.6773
C: 4.1137 -0.2383 -3.4401
C: 4.9677 0.3937 -4.3457
N: 5.6403 0.9768 -5.0818
C: 4.1237 -1.6508 -3.2438
C: 3.2314 -2.2056 -2.3321
C: 2.3471 -1.4334 -1.5852
S: 1.2902 -2.2909 -0.5148
C: 5.0271 -2.4587 -3.9413
N: 5.7712 -3.1308 -4.5115
H: 3.2629 1.6125 -2.7792
H: 3.2228 -3.2760 -2.1801
N: 0.6611 2.4290 -3.4836
C: 0.5196 1.4496 -4.4001
N: 0.8314 1.7095 -5.7030
N: -0.0036 0.2812 -4.1374
C: -0.4757 -0.1011 -3.0145
N: -0.9955 -0.5740 -2.0807
H: 1.2418 3.2200 -3.7141
H: 0.7045 2.1285 -2.4954
H: 1.4704 2.4610 -5.9081
H: 0.8928 0.8991 -6.2939

## Properties
HOMO level, eV: -3.7
Multiplicity: 1
Total charge: -1
Energy, Eh: -2818.3822
ΔE to the lowest compared entry with this formula, charge and spin, kcal/mol: 52.2

=====

| no. | lowest unoccupied orbital energy (Ha) |
| --- | --- |
| 1 | -0.2573 |
| 2 | 0.0224 |
| 3 | 0.1456 |
| 4 | -0.0001 |
| 5 | -0.3304 |
| 6 | -0.2956 |
| 7 | 0.0909 |